Record 1
Here is the molecule C4H8O2 from the Open Molecules 2025 dataset. Energies are from ωB97M-V with the def2-TZVPD basis set.

Calculated values
LUMO (eV): 1.1
SMILES string: CC1OCCO1
F_max (eV/Å): 0.576
HOMO level (eV): -9.822
Total charge: 0
Relative energy (zero: lowest compared OMol25 entry of this formula, charge and spin) (kJ/mol): 135.98

The geometry in XYZ format:
```
14
C4H8O2 ωB97M-V with the def2-TZVPD basis set
C 0.509 1.475 1.025
C 0.182 0.855 -0.337
O 1.049 -0.249 -0.507
C 0.279 -1.373 -0.138
C -1.054 -1.005 -0.761
O -1.152 0.357 -0.372
H -0.390 1.793 1.552
H 1.212 2.308 0.939
H 1.008 0.713 1.642
H 0.320 1.483 -1.231
H 0.788 -2.248 -0.536
H 0.169 -1.459 0.957
H -1.925 -1.543 -0.381
H -0.995 -1.107 -1.854
```

Record 2
Here is a cluster of 2 separate species, C4H12NO3 in total at a distorted geometry from the Open Molecules 2025 dataset. Energies are from ωB97M-V with the def2-TZVPD basis set.

Calculated values
LUMO (eV): -3.5
F_max (eV/Å): 6.200
HOMO level (eV): -14.758
Total charge: +1
Relative energy (zero: lowest compared OMol25 entry of this formula, charge and spin) (kJ/mol): 208.12

The geometry in XYZ format:
```
20
C4H12NO3 ωB97M-V with the def2-TZVPD basis set
O 0.915 -0.918 -1.770
C 0.073 -1.234 -0.993
O -0.473 -2.389 -0.609
C -0.708 -0.205 -0.143
C -0.293 1.291 -0.701
C -1.468 2.185 -0.179
N -0.436 -0.320 1.403
H 0.114 -3.146 -0.921
H -1.709 -0.620 -0.119
H -0.439 1.067 -1.881
H 0.754 1.533 -0.648
H -1.782 1.919 0.881
H -2.336 1.964 -0.816
H -1.041 3.231 -0.214
H -1.162 -0.601 2.038
H -0.068 0.596 1.732
H 0.283 -1.006 1.514
H 2.622 1.979 1.948
H 2.331 0.618 2.579
O 2.040 1.117 1.901
```

Record 3
Here is a structure of composition C24H14AuBrF4N2PSe from the Open Molecules 2025 dataset. Energies are from ωB97M-V with the def2-TZVPD basis set.

Calculated values
LUMO (eV): -4.1
F_max (eV/Å): 0.470
HOMO level (eV): -11.928
Total charge: +1
Relative energy (zero: lowest compared OMol25 entry of this formula, charge and spin) (kJ/mol): 2.17

The geometry in XYZ format:
```
48
C24H14AuBrF4N2PSe ωB97M-V with the def2-TZVPD basis set
Au -1.315 0.605 -1.124
F -0.463 -3.692 4.638
C -0.413 -2.687 3.788
C 0.639 -1.801 3.830
F 1.601 -1.953 4.724
C 0.675 -0.756 2.935
F 1.710 0.076 3.037
C -0.304 -0.563 1.966
P -0.014 0.773 0.748
C -0.116 2.294 1.707
C 0.508 3.459 1.267
C 0.347 4.639 1.977
C -0.452 4.665 3.112
C -1.101 3.511 3.533
C -0.939 2.327 2.830
C 1.701 0.508 0.191
C 2.789 1.176 0.742
C 4.073 0.922 0.280
C 4.283 -0.014 -0.722
C 3.204 -0.704 -1.262
C 1.918 -0.438 -0.815
C -1.384 -1.457 1.970
Br -2.917 -1.281 0.885
C -1.424 -2.507 2.866
F -2.438 -3.364 2.887
H 1.110 3.455 0.366
H 0.844 5.541 1.640
H -0.575 5.587 3.665
H -1.736 3.532 4.412
H -1.447 1.431 3.167
H 2.649 1.879 1.551
H 4.913 1.450 0.716
H 5.288 -0.212 -1.077
H 3.362 -1.446 -2.037
H 1.085 -0.983 -1.246
Se -1.885 1.455 -4.419
N -1.972 0.248 -3.100
C -1.974 -0.959 -3.654
C -2.048 -2.204 -2.954
C -2.050 -3.341 -3.687
C -1.981 -3.334 -5.127
C -1.917 -2.181 -5.826
C -1.910 -0.945 -5.101
N -1.843 0.244 -5.674
H -2.114 -2.220 -1.871
H -2.110 -4.296 -3.176
H -1.989 -4.280 -5.653
H -1.869 -2.161 -6.908
```

Record 4
Here is the molecule C7H12 at a distorted geometry from the Open Molecules 2025 dataset. Energies are from ωB97M-V with the def2-TZVPD basis set.

Calculated values
LUMO (eV): 0.7
F_max (eV/Å): 2.766
HOMO level (eV): -7.417
Total charge: 0
Relative energy (zero: lowest compared OMol25 entry of this formula, charge and spin) (kJ/mol): 428.86

The geometry in XYZ format:
```
19
C7H12 ωB97M-V with the def2-TZVPD basis set
C 2.880 1.660 0.387
C 1.990 0.846 -0.547
C 0.846 0.154 0.185
C -0.016 -0.711 -0.682
C -1.321 -1.127 -0.290
C -2.315 -1.551 0.322
C -3.748 -1.386 0.534
H 2.312 2.442 0.907
H 3.333 1.016 1.151
H 3.693 2.153 -0.158
H 1.573 1.503 -1.321
H 2.587 0.086 -1.071
H 0.226 0.899 0.697
H 1.254 -0.488 0.985
H -1.285 -0.289 -1.324
H 0.417 -1.144 -1.582
H -3.955 -1.049 1.555
H -4.262 -2.342 0.410
H -4.209 -0.670 -0.159
```

Record 5
Here is the molecule C4H8N2O at a distorted geometry from the Open Molecules 2025 dataset. Energies are from ωB97M-V with the def2-TZVPD basis set.

Calculated values
LUMO (eV): 0.7
SMILES string: C[C@H]1NC/C1=[NH+]\[O-]
F_max (eV/Å): 3.101
HOMO level (eV): -8.500
Total charge: 0
Relative energy (zero: lowest compared OMol25 entry of this formula, charge and spin) (kJ/mol): 526.09

The geometry in XYZ format:
```
15
C4H8N2O ωB97M-V with the def2-TZVPD basis set
C -1.773 -0.726 -0.226
C -0.610 0.183 -0.576
N -0.517 1.426 0.231
C 0.910 1.188 0.561
C 0.765 -0.196 -0.048
N 1.526 -1.246 0.080
O 2.676 -1.267 0.724
H -2.725 -0.263 -0.501
H -1.785 -0.924 0.849
H -1.689 -1.678 -0.760
H -0.600 0.386 -1.659
H -0.685 2.277 -0.299
H 1.134 1.223 1.633
H 1.616 1.852 0.041
H 1.758 -2.236 -0.049
```

Record 6
Here is a structure of composition C22H26BBrN6O6RhSe at a distorted geometry from the Open Molecules 2025 dataset. Energies are from ωB97M-V with the def2-TZVPD basis set.

Calculated values
LUMO (spin up / spin down) (eV): 1.8 / 1.9
F_max (eV/Å): 3.520
HOMO level (spin up / spin down) (eV): -5.399 / -5.485
Total charge: -1
Relative energy (zero: lowest compared OMol25 entry of this formula, charge and spin) (kJ/mol): 214.00

The geometry in XYZ format:
```
64
C22H26BBrN6O6RhSe ωB97M-V with the def2-TZVPD basis set
Rh -0.420 -0.331 0.112
C 1.253 -0.092 3.452
C 1.572 0.862 2.354
C 2.503 1.903 2.421
C 2.494 2.495 1.173
C 3.293 3.648 0.670
N 1.604 1.834 0.417
N 1.035 0.836 1.139
B 1.206 2.083 -1.059
N -0.323 2.318 -1.082
N -1.105 1.571 -0.270
C -2.353 2.008 -0.368
C -3.460 1.439 0.448
C -2.380 3.095 -1.245
C -1.075 3.254 -1.682
C -0.524 4.243 -2.651
N 1.612 0.839 -1.863
N 1.434 -0.372 -1.286
C 1.776 -1.293 -2.174
C 1.576 -2.742 -1.904
C 2.247 -0.669 -3.335
C 2.114 0.687 -3.099
C 2.380 1.839 -4.006
H 1.778 0.218 4.355
H 1.578 -1.100 3.192
H 0.185 -0.122 3.653
H 3.104 2.179 3.270
H 3.956 4.001 1.459
H 2.652 4.475 0.364
H 3.900 3.365 -0.190
H 1.764 3.052 -1.478
H -3.122 0.571 1.010
H -4.272 1.125 -0.207
H -3.824 2.196 1.146
H -3.236 3.678 -1.533
H -1.224 5.067 -2.777
H -0.369 3.778 -3.626
H 0.432 4.643 -2.317
H 1.270 -2.897 -0.871
H 2.489 -3.309 -2.095
H 0.788 -3.128 -2.552
H 2.602 -1.137 -4.236
H 3.071 1.543 -4.794
H 2.809 2.683 -3.467
H 1.456 2.177 -4.478
O -1.027 -0.301 -2.289
Se -2.433 -1.107 -1.991
O -3.733 -0.178 -2.175
O -2.114 -1.362 -0.323
O -2.511 -2.527 -2.740
Br -1.358 -5.278 6.124
C -1.609 -4.834 4.292
C -2.297 -5.711 3.472
C -2.475 -5.379 2.136
C -1.964 -4.196 1.628
C -1.283 -3.329 2.474
C -1.103 -3.638 3.814
C -0.784 -2.042 1.903
O 0.158 -2.102 1.063
O -1.333 -0.958 2.201
H -2.687 -6.636 3.872
H -3.016 -6.053 1.486
H -2.095 -3.920 0.589
H -0.584 -2.956 4.473
```